Record 1
The following is a quantum chemistry calculation of an isolated molecule of C4H11N3O at a distorted geometry, from the Open Molecules 2025 dataset.

Element x y z (Å)
N1 -1.55 0.53 1.52
C1 -1.59 -0.40 0.39
C2 -0.46 -1.43 0.50
N2 0.84 -0.90 0.89
C3 1.49 0.00 0.09
O1 2.43 0.62 0.58
C4 1.32 0.14 -1.40
N3 1.02 1.53 -1.75
H1 -2.48 0.76 1.83
H2 -0.97 1.33 1.32
H3 -2.51 -0.99 0.44
H4 -1.71 0.09 -0.59
H5 -0.37 -1.95 -0.45
H6 -0.76 -2.12 1.29
H7 0.94 -0.78 1.88
H8 2.25 -0.10 -1.90
H9 0.45 -0.37 -1.83
H10 1.59 2.19 -1.23
H11 0.07 1.84 -1.57

Computed properties:
Lowest unoccupied orbital energy ... 0.8 eV
Kohn-Sham gap ... 10.01 eV
SMILES ... NCCNC(=O)CN
HOMO energy ... -9.21 eV
Strongest force on any atom ... 2.71 eV/A

***

Record 2
The following is a quantum chemistry calculation of a structure of composition C4H11N3O at a distorted geometry, from the Open Molecules 2025 dataset.

Element x y z (Å)
C1 0.34 -1.56 0.52
C2 -0.31 1.34 0.15
C3 -1.73 0.85 0.37
N1 1.23 -1.36 -0.43
C4 0.86 0.52 -0.92
N2 0.19 0.33 -2.13
N3 0.61 -1.61 1.83
O1 1.98 1.02 -0.82
H1 2.14 -1.11 -0.05
H2 -0.67 -1.84 0.22
H3 -0.15 -0.56 -2.48
H4 0.75 0.67 -2.92
H5 1.40 -1.07 2.17
H6 -0.15 -1.71 2.48
H7 -0.34 2.28 -0.41
H8 0.20 1.58 1.09
H9 -2.18 0.46 -0.55
H10 -2.39 1.67 0.72
H11 -1.78 0.11 1.17

Computed properties:
Lowest unoccupied orbital energy ... 0.7 eV
Kohn-Sham gap ... 9.09 eV
HOMO energy ... -8.44 eV
Strongest force on any atom ... 4.35 eV/A

***

Record 3
The following is a quantum chemistry calculation of an isolated molecule of C4H11N3O at a distorted geometry, from the Open Molecules 2025 dataset.

Element x y z (Å)
N1 -2.42 -1.45 -0.78
C1 -1.94 -0.52 -1.80
N2 -1.06 0.50 -1.21
C2 0.16 -0.06 -0.63
C3 1.08 1.07 -0.19
N3 2.07 0.63 0.79
C4 1.78 -0.03 1.92
O1 0.66 -0.17 2.37
H1 -3.43 -1.39 -0.73
H2 -2.09 -1.18 0.15
H3 -1.36 -1.14 -2.49
H4 -2.77 0.05 -2.21
H5 -0.80 1.14 -1.96
H6 0.71 -0.77 -1.26
H7 -0.17 -0.61 0.25
H8 0.46 1.84 0.28
H9 1.60 1.45 -1.06
H10 3.05 0.79 0.61
H11 2.66 -0.47 2.43

Computed properties:
Lowest unoccupied orbital energy ... 0.8 eV
Kohn-Sham gap ... 9.87 eV
SMILES ... NCNCCNC=O
HOMO energy ... -9.11 eV
Strongest force on any atom ... 1.38 eV/A